Record 1
C15H39FIN8O2P2 | wB97M-V/def2-TZVPD

## Properties
charge	+1
lowest unoccupied orbital energy	-4.83	eV
gap between HOMO and LUMO	4.58	eV
molar mass	571.38	g mol⁻¹

Element x y z (Å)
F  9.193  0.932  -2.935
C  8.079  0.833  -1.937
C  8.215  0.738  -0.297
N  6.830  0.675  0.312
C  5.838  0.744  -0.842
N  6.579  0.807  -2.161
I  5.768  0.857  -4.064
H  9.225  0.702  0.298
H  6.590  0.593  1.338
H  4.675  0.744  -0.703
O  1.975  0.997  -2.193
P  0.550  0.655  -2.693
N  0.796  1.351  -4.206
C  0.795  2.753  -4.551
C  1.617  0.580  -5.138
N  -0.230  1.641  -1.534
C  -1.000  2.850  -1.767
C  0.471  1.810  -0.251
N  -1.088  0.263  -3.268
C  -1.256  -1.196  -3.288
C  -1.802  0.823  -4.412
H  0.436  2.876  -5.580
H  1.793  3.203  -4.468
H  0.112  3.342  -3.952
H  1.004  -0.186  -5.623
H  2.441  0.077  -4.624
H  2.059  1.193  -5.932
H  -0.360  3.710  -1.970
H  -1.604  3.100  -0.884
H  -1.732  2.748  -2.565
H  1.266  2.559  -0.326
H  0.913  0.863  0.080
H  -0.212  2.120  0.548
H  -0.699  -1.640  -4.121
H  -2.308  -1.483  -3.371
H  -0.878  -1.633  -2.358
H  -1.406  0.468  -5.370
H  -1.800  1.915  -4.429
H  -2.861  0.540  -4.371
O  -1.447  -0.100  1.966
P  -2.360  -1.168  2.617
N  -2.615  -0.258  4.010
C  -1.716  -0.063  5.122
C  -3.541  0.866  3.879
N  -1.127  -2.348  2.710
C  -0.509  -2.899  3.904
C  -0.086  -2.280  1.671
N  -3.409  -2.395  3.366
C  -4.604  -2.583  2.532
C  -3.803  -2.513  4.767
H  -2.297  0.073  6.043
H  -1.063  0.810  4.983
H  -1.087  -0.921  5.322
H  -4.572  0.506  3.960
H  -3.433  1.363  2.910
H  -3.402  1.632  4.650
H  0.211  -2.208  4.348
H  0.036  -3.822  3.666
H  -1.229  -3.206  4.659
H  0.658  -1.512  1.901
H  -0.526  -2.060  0.693
H  0.439  -3.236  1.558
H  -5.284  -1.729  2.631
H  -5.142  -3.498  2.793
H  -4.320  -2.668  1.478
H  -4.526  -1.746  5.066
H  -2.959  -2.470  5.457
H  -4.270  -3.490  4.946

Record 2
C15H39FN8O11P2Ti | wB97M-V/def2-TZVPD

## Properties
charge	-2
lowest unoccupied orbital energy (spin up / spin down)	3.98 / 3.91	eV
spin multiplicity	5
gap between HOMO and LUMO (spin up / spin down)	1.49 / 7.09	eV
molar mass	636.34	g mol⁻¹

Element x y z (Å)
Ti  6.624  -2.054  8.749
N  6.749  -5.367  7.381
O  7.238  -5.401  6.241
O  6.831  -6.391  8.007
O  6.115  -4.396  7.790
N  9.178  -2.573  7.585
O  8.761  -1.714  6.847
O  9.819  -3.530  7.067
O  8.911  -2.677  8.731
C  2.775  -2.351  8.494
C  1.644  -2.649  7.519
O  1.308  -1.363  7.147
C  1.615  -0.593  8.354
O  1.328  0.540  8.510
O  2.343  -1.230  9.175
F  0.708  -3.207  8.213
H  3.731  -2.146  8.012
H  2.930  -3.124  9.246
H  1.882  -3.241  6.635
O  6.100  -2.435  10.779
P  6.265  -3.147  12.027
N  7.364  -2.378  13.146
C  7.898  -3.136  14.281
C  8.258  -1.304  12.770
N  6.851  -4.749  11.852
C  6.004  -5.733  11.094
C  8.355  -5.127  11.928
N  4.876  -3.459  13.080
C  3.572  -3.548  12.463
C  4.943  -4.024  14.471
H  7.440  -2.676  15.157
H  8.985  -3.217  14.271
H  7.583  -4.177  14.194
H  7.839  -0.333  13.034
H  8.467  -1.258  11.701
H  9.096  -1.362  13.464
H  5.670  -5.511  10.081
H  6.579  -6.646  10.934
H  5.064  -5.846  11.634
H  8.512  -6.059  12.470
H  8.819  -5.049  10.945
H  8.929  -4.369  12.461
H  3.545  -4.510  11.952
H  2.802  -3.457  13.229
H  3.451  -2.921  11.579
H  5.361  -3.320  15.190
H  5.713  -4.791  14.386
H  3.972  -4.421  14.768
O  5.914  0.054  7.800
P  6.383  1.376  8.304
N  5.628  2.741  7.700
C  5.896  4.219  7.936
C  4.565  2.515  6.720
N  8.079  1.734  8.033
C  9.153  1.280  8.899
C  8.500  2.016  6.694
N  6.034  1.595  9.959
C  4.677  1.052  10.351
C  6.483  2.780  10.714
H  5.125  4.648  8.575
H  6.051  4.727  6.984
H  6.845  4.472  8.408
H  4.627  1.510  6.301
H  4.485  3.269  5.938
H  3.627  2.706  7.241
H  10.124  1.295  8.403
H  9.232  2.004  9.710
H  8.986  0.299  9.343
H  7.951  2.796  6.167
H  9.411  2.588  6.873
H  8.636  1.093  6.129
H  4.801  -0.017  10.181
H  4.281  1.363  11.318
H  3.934  1.236  9.575
H  5.942  3.691  10.460
H  7.536  3.049  10.637
H  6.158  2.623  11.742

Record 3
C15H39N5O5 | wB97M-V/def2-TZVPD

## Properties
charge	0
lowest unoccupied orbital energy	0.45	eV
ΔE to the lowest compared entry with this formula, charge and spin	0.000	eV
gap between HOMO and LUMO	9.84	eV
SMILES	CC1(C)CCCC(C)(C)N1O.NC(N)=O.NC(N)=O.CCO.CCO
molar mass	369.51	g mol⁻¹

Element x y z (Å)
C  -6.578  -15.039  5.473
C  -7.827  -14.140  5.568
C  -9.017  -15.127  5.978
C  -7.672  -13.122  6.727
C  -6.709  -11.987  6.408
C  -7.209  -11.236  5.103
C  -7.368  -12.214  3.932
C  -8.049  -11.459  2.809
C  -5.949  -12.668  3.404
N  -8.242  -13.316  4.430
O  -8.392  -14.245  3.317
H  -6.402  -15.410  6.446
H  -6.643  -15.874  4.803
H  -5.773  -14.349  5.214
H  -10.000  -14.865  5.598
H  -8.922  -16.168  5.631
H  -9.030  -15.213  7.074
H  -8.606  -12.676  6.979
H  -7.239  -13.673  7.566
H  -6.517  -11.375  7.277
H  -5.722  -12.339  6.187
H  -6.395  -10.634  4.818
H  -8.093  -10.657  5.231
H  -7.841  -11.882  1.780
H  -7.672  -10.445  2.877
H  -9.130  -11.617  2.946
H  -5.156  -12.806  4.166
H  -5.586  -11.845  2.739
H  -6.026  -13.550  2.783
H  -7.492  -14.566  3.216
N  -9.626  -19.361  3.190
C  -8.772  -19.576  2.007
N  -7.993  -18.408  1.859
O  -8.964  -20.513  1.187
H  -10.028  -18.496  3.490
H  -10.414  -19.979  3.151
H  -7.374  -18.331  1.061
H  -7.815  -17.756  2.580
N  -8.107  -15.231  0.554
C  -6.912  -15.877  0.843
N  -6.364  -16.557  -0.210
O  -6.404  -15.820  1.988
H  -8.649  -15.688  -0.166
H  -8.612  -14.972  1.391
H  -6.578  -16.247  -1.150
H  -5.397  -16.828  -0.013
C  -12.680  -16.908  3.844
C  -11.748  -15.750  3.435
O  -10.432  -16.167  3.283
H  -12.505  -17.618  3.046
H  -13.704  -16.540  3.999
H  -12.362  -17.329  4.782
H  -11.731  -14.946  4.197
H  -12.113  -15.235  2.502
H  -9.862  -15.390  3.302
C  -12.305  -12.000  4.278
C  -11.222  -11.823  5.274
O  -11.450  -12.831  6.308
H  -12.039  -12.810  3.602
H  -12.593  -11.083  3.723
H  -13.268  -12.232  4.752
H  -11.238  -10.789  5.759
H  -10.247  -12.073  4.850
H  -10.620  -13.156  6.663

Record 4
C15H40ClO19S5 | wB97M-V/def2-TZVPD

## Properties
charge	-1
lowest unoccupied orbital energy	1.99	eV
ΔE to the lowest compared entry with this formula, charge and spin	1.322	eV
gap between HOMO and LUMO	9.65	eV
molar mass	720.25	g mol⁻¹

Element x y z (Å)
Cl  -20.223  9.435  8.261
O  -21.552  9.095  8.737
O  -19.968  10.841  8.509
O  -19.259  8.573  8.893
O  -20.092  9.176  6.833
O  -19.367  4.904  14.981
S  -19.067  6.199  14.407
O  -17.742  6.699  14.433
O  -19.689  6.115  12.897
C  -19.150  7.050  11.943
C  -17.817  6.598  11.363
C  -20.232  7.443  15.029
H  -19.055  8.077  12.305
H  -19.869  7.128  11.129
H  -17.060  7.381  11.489
H  -17.902  6.354  10.309
H  -17.295  5.801  11.893
H  -20.270  7.276  16.106
H  -21.221  7.234  14.635
H  -19.909  8.442  14.753
O  -25.031  8.316  15.752
S  -25.592  9.056  14.660
O  -25.992  10.425  14.875
O  -24.558  9.024  13.421
C  -24.861  9.868  12.315
C  -24.367  9.310  10.987
C  -27.031  8.158  14.017
H  -24.384  10.835  12.486
H  -25.912  10.124  12.156
H  -24.976  8.422  10.760
H  -23.378  8.856  11.056
H  -24.475  9.946  10.115
H  -26.582  7.313  13.498
H  -27.454  8.842  13.290
H  -27.586  7.920  14.916
O  -23.689  13.354  5.711
S  -22.790  12.718  4.795
O  -23.031  12.830  3.384
O  -21.317  13.286  5.063
C  -20.715  13.313  6.362
C  -19.247  12.980  6.095
C  -22.461  10.967  5.191
H  -21.247  12.663  7.056
H  -20.769  14.302  6.828
H  -18.643  12.922  7.002
H  -18.821  13.657  5.360
H  -19.200  11.954  5.720
H  -22.203  10.950  6.246
H  -21.792  10.725  4.375
H  -23.385  10.392  5.141
O  -18.594  3.383  7.154
S  -18.740  4.416  8.140
O  -18.737  4.159  9.555
O  -17.566  5.531  7.961
C  -17.520  6.154  6.692
C  -16.308  7.070  6.595
C  -20.257  5.272  7.600
H  -18.371  6.809  6.480
H  -17.488  5.524  5.796
H  -15.342  6.562  6.651
H  -16.373  7.802  7.400
H  -16.256  7.549  5.616
H  -20.188  5.317  6.519
H  -20.356  6.213  8.129
H  -21.020  4.544  7.871
O  -16.112  12.818  10.209
S  -15.580  11.486  10.032
O  -14.488  11.299  9.111
O  -15.199  10.848  11.489
C  -14.680  11.696  12.502
C  -15.769  12.359  13.327
C  -16.876  10.299  9.607
H  -14.161  12.537  12.023
H  -13.888  11.254  13.103
H  -16.548  11.717  13.751
H  -16.405  12.982  12.692
H  -15.365  12.968  14.135
H  -16.437  9.352  9.907
H  -17.089  10.364  8.547
H  -17.689  10.651  10.235

| no. | strongest force on any atom (Eh/bohr) |
| --- | --- |
| 1 | 0.137 |
| 2 | 0.148 |
| 3 | 0.081 |
| 4 | 0.061 |